No. 1
This record from the Open Molecules 2025 dataset describes a 3-piece molecular cluster, C13H19INO10S2 overall at a distorted geometry. The level of theory is wB97M-V/def2-TZVPD.

The calculation puts the HOMO energy at -12.24 eV. As for the gap between HOMO and LUMO: 6.93 eV. The lowest unoccupied orbital energy is -5.3 eV. As for the total charge: +1.

Structure (XYZ):
```
46
Properties=species:S:1:pos:R:3:mulliken_charge:R:1
O -3.72 -1.42 4.66 -0.45
C -3.06 -2.34 5.00 0.44
O -3.43 -3.19 5.96 -0.45
C -1.78 -2.65 4.24 0.58
C -1.09 -3.85 4.35 -0.52
C 0.05 -4.03 3.61 -0.78
N 0.49 -3.06 2.79 0.09
C -0.16 -1.89 2.65 0.00
C 0.43 -0.85 1.75 -0.85
C 1.58 -0.12 2.52 -0.48
C 1.70 1.34 2.15 -1.16
I 1.85 1.64 0.05 0.12
C -1.32 -1.67 3.39 -0.12
H -2.67 -3.63 6.34 0.32
H -1.43 -4.64 4.99 0.43
H 0.63 -4.94 3.63 0.42
H 1.34 -3.19 2.25 0.29
H 0.83 -1.37 0.89 0.48
H -0.34 -0.16 1.46 0.39
H 1.35 -0.18 3.58 0.41
H 2.50 -0.67 2.35 0.32
H 2.59 1.75 2.61 0.49
H 0.86 1.90 2.53 0.46
H -1.83 -0.74 3.26 0.59
C -3.06 0.13 -1.48 -0.31
C -3.59 0.31 -2.89 -0.44
O -2.61 1.14 -3.52 -0.32
S -1.16 0.81 -2.95 1.18
O -0.50 -0.09 -3.81 -0.58
O -0.55 2.03 -2.55 -0.51
O -1.64 0.00 -1.64 -0.24
H -3.26 1.01 -0.86 0.29
H -3.46 -0.76 -0.99 0.32
H -4.56 0.80 -2.91 0.31
H -3.64 -0.64 -3.42 0.31
C 2.56 2.69 -3.53 0.05
C 1.90 2.87 -4.88 -0.31
O 2.79 3.75 -5.58 -0.35
S 4.30 3.46 -5.15 1.08
O 4.91 2.59 -6.09 -0.53
O 4.90 4.68 -4.77 -0.53
O 3.96 2.61 -3.83 -0.34
H 2.39 3.55 -2.88 0.24
H 2.24 1.78 -3.03 0.00
H 0.91 3.32 -4.81 0.26
H 1.83 1.93 -5.43 0.37
```


No. 2
This record from the Open Molecules 2025 dataset describes a 2-piece molecular cluster, C13H19N overall at a distorted geometry. The level of theory is wB97M-V/def2-TZVPD.

The calculation puts the HOMO energy at -7.87 eV. As for the gap between HOMO and LUMO: 8.77 eV. The lowest unoccupied orbital energy is 0.9 eV. As for the total charge: 0. Its SMILES is CCc1c[nH]c2ccccc12.CCC.

Structure (XYZ):
```
33
Properties=species:S:1:pos:R:3:mulliken_charge:R:1
C -2.54 -1.65 -1.12 -1.14
C -1.70 -2.08 0.08 -0.34
C -0.23 -1.86 -0.02 0.57
C 0.45 -1.35 -1.07 -1.12
N 1.79 -1.14 -0.74 -0.07
C 1.90 -1.38 0.61 -0.30
C 3.04 -1.24 1.43 -0.62
C 2.86 -1.27 2.78 -0.48
C 1.59 -1.58 3.31 -0.55
C 0.52 -1.87 2.51 -0.51
C 0.68 -1.78 1.10 0.90
H -2.32 -0.66 -1.54 0.17
H -3.58 -1.58 -0.80 0.37
H -2.45 -2.35 -1.95 0.32
H -2.15 -2.00 1.06 0.39
H -1.78 -3.16 0.01 0.29
H 0.16 -1.06 -2.07 0.49
H 2.39 -0.52 -1.24 0.29
H 4.00 -1.11 0.94 0.37
H 3.72 -1.18 3.43 0.37
H 1.53 -1.68 4.39 0.36
H -0.50 -1.83 2.88 0.24
C -1.94 3.34 -1.13 -1.01
C -0.47 3.73 -1.32 -0.31
C 0.51 2.54 -1.25 -0.68
H -2.51 3.92 -1.86 0.35
H -2.33 3.21 -0.13 0.32
H -2.12 2.33 -1.55 0.19
H -0.39 4.10 -2.33 0.21
H -0.25 4.60 -0.71 0.36
H -0.05 1.61 -1.38 -0.06
H 1.22 2.56 -2.07 0.35
H 0.98 2.42 -0.27 0.28
```


No. 3
This record from the Open Molecules 2025 dataset describes C13H19N2O8P2RhSe3Te as an isolated structure at a distorted geometry. The level of theory is wB97M-V/def2-TZVPD.

The expectation value of S² is 6.0224. The calculation puts the HOMO energy (alpha / beta) at -7.34 / -7.69 eV. As for the gap between HOMO and LUMO (alpha / beta): 6.98 / 5.75 eV. The spin multiplicity is 5. The lowest unoccupied orbital energy (alpha / beta) is -0.4 / -1.9 eV. As for the total charge: 0.

Structure (XYZ):
```
49
Properties=species:S:1:pos:R:3:mulliken_charge:R:1
Rh -0.47 0.06 0.31 0.46
C 3.00 0.94 2.96 -1.75
C 2.68 -0.41 2.37 1.12
O 3.46 -1.46 2.87 -0.60
P 0.93 -0.87 2.68 0.94
O 1.03 -1.46 4.17 -0.57
O 0.61 -2.16 1.79 -0.46
O -0.16 0.12 2.64 -0.66
P 2.94 -0.43 0.51 0.54
O 2.86 -2.07 0.28 -0.59
O 4.25 0.10 0.12 -0.81
O 1.70 0.12 -0.13 -0.48
H 2.87 0.94 4.04 0.45
H 2.34 1.68 2.52 0.34
H 4.03 1.20 2.71 0.41
H 3.38 -1.48 3.84 0.39
H 0.18 -1.39 4.60 0.35
H 1.34 -2.38 1.17 0.51
H 3.72 -2.44 0.50 0.29
Se -1.83 -1.90 -0.01 -0.11
Se -3.58 -1.26 -1.30 -0.19
Te -3.49 1.32 -1.44 0.04
Se -2.02 1.92 0.43 -0.25
C 1.53 0.01 -6.09 -1.14
N 1.00 0.63 -4.90 0.02
N 0.07 0.00 -4.11 0.46
C 0.05 0.59 -2.87 0.71
O -0.81 0.30 -2.01 0.05
C 1.08 1.57 -2.89 -1.29
C 1.65 1.54 -4.13 0.68
C 2.76 2.36 -4.68 -1.53
C -0.98 -0.78 -4.64 -0.11
C -1.61 -0.40 -5.83 0.19
C -2.67 -1.14 -6.30 -0.73
C -3.13 -2.24 -5.60 -0.45
C -2.51 -2.61 -4.41 -0.77
C -1.43 -1.89 -3.93 -0.40
H 0.87 -0.81 -6.38 0.45
H 2.53 -0.38 -5.92 0.37
H 1.57 0.74 -6.90 0.34
H 1.33 2.19 -2.05 0.42
H 3.11 3.07 -3.94 0.37
H 2.43 2.90 -5.57 0.33
H 3.60 1.72 -4.97 0.35
H -1.27 0.48 -6.36 0.49
H -3.15 -0.84 -7.23 0.39
H -3.97 -2.80 -5.97 0.41
H -2.88 -3.46 -3.86 0.47
H -0.95 -2.17 -3.01 0.55
```


No. 4
This record from the Open Molecules 2025 dataset describes C13H19N3O4Ta as an isolated structure at a distorted geometry. The level of theory is wB97M-V/def2-TZVPD.

The calculation puts the HOMO energy at -11.82 eV. As for the gap between HOMO and LUMO: 7.70 eV. The lowest unoccupied orbital energy is -4.1 eV. As for the total charge: +1.

Structure (XYZ):
```
40
Properties=species:S:1:pos:R:3:mulliken_charge:R:1
Ta 0.19 0.53 -1.05 1.64
N 0.12 0.63 1.49 -0.64
N 1.23 -0.16 1.88 -0.10
C 2.11 -0.71 0.94 0.53
O 3.14 -1.22 1.23 -0.54
O 1.66 -0.54 -0.32 -0.65
H 0.23 1.57 1.87 0.30
H -0.73 0.25 1.91 0.28
H 1.46 -0.20 2.86 0.22
N -1.01 -1.39 -0.72 -0.51
C -2.42 -1.13 -1.08 -0.38
C -2.75 0.36 -0.94 0.48
O -3.81 0.80 -0.65 -0.53
O -1.67 1.13 -1.28 -0.61
H -0.66 -2.15 -1.29 0.29
H -0.98 -1.73 0.24 0.34
H -3.09 -1.76 -0.50 0.42
H -2.54 -1.34 -2.14 0.22
C 2.63 1.06 -2.49 -1.27
C 1.15 0.97 -2.85 0.82
C 0.60 2.30 -3.33 -1.12
C 0.50 -0.28 -3.01 -0.78
C -0.61 -0.60 -3.96 0.89
C -1.83 0.05 -4.13 -0.06
C -2.72 -0.36 -5.12 -1.01
C -2.43 -1.43 -5.95 -0.54
C -1.22 -2.09 -5.79 -0.63
C -0.33 -1.68 -4.81 -0.81
H 2.82 1.78 -1.69 0.32
H 3.16 1.45 -3.37 0.45
H 3.07 0.10 -2.22 0.31
H 0.75 3.08 -2.58 0.37
H -0.45 2.26 -3.60 0.21
H 1.16 2.62 -4.21 0.47
H 1.11 -1.16 -2.79 0.50
H -2.11 0.89 -3.52 0.45
H -3.66 0.18 -5.23 0.43
H -3.13 -1.73 -6.71 0.41
H -0.97 -2.93 -6.43 0.41
H 0.61 -2.20 -4.71 0.39
```


No. 5
This record from the Open Molecules 2025 dataset describes a 4-piece molecular cluster, C13H19NO9 overall at a distorted geometry. The level of theory is wB97M-V/def2-TZVPD.

The calculation puts the HOMO energy at -10.50 eV. As for the gap between HOMO and LUMO: 10.55 eV. The lowest unoccupied orbital energy is 0.0 eV. As for the total charge: 0. Its SMILES is O=C1OCCO1.O=C1OCCO1.O=C1OCCO1.CCCC#N.

Structure (XYZ):
```
42
Properties=species:S:1:pos:R:3:mulliken_charge:R:1
O 3.38 1.38 0.60 -0.57
C 2.22 1.13 0.46 0.57
O 1.21 1.95 0.83 -0.36
C -0.07 1.29 0.60 0.02
C 0.32 0.07 -0.23 0.03
O 1.75 -0.03 -0.03 -0.39
H -0.56 1.18 1.56 0.21
H -0.59 2.01 -0.04 0.10
H 0.13 0.17 -1.29 0.16
H -0.05 -0.80 0.31 0.18
O 8.61 -0.19 3.90 -0.54
C 8.02 -0.06 2.87 0.67
O 6.99 0.70 2.64 -0.32
C 6.71 0.70 1.21 -0.05
C 7.38 -0.60 0.77 -0.26
O 8.39 -0.78 1.76 -0.33
H 5.64 0.79 1.11 0.09
H 7.21 1.60 0.84 0.21
H 7.76 -0.46 -0.24 0.29
H 6.68 -1.43 0.73 0.28
O -2.17 -0.35 -2.31 -0.46
C -2.23 -1.53 -2.22 0.68
O -1.39 -2.33 -1.53 -0.27
C -1.82 -3.69 -1.75 -0.37
C -3.27 -3.52 -2.19 -0.33
O -3.26 -2.23 -2.77 -0.36
H -1.14 -4.22 -2.41 0.28
H -1.73 -4.21 -0.80 0.28
H -3.98 -3.50 -1.36 0.25
H -3.61 -4.33 -2.83 0.31
C -3.91 1.03 1.05 -1.24
C -4.15 1.49 -0.38 0.17
C -5.47 2.24 -0.66 -0.60
C -6.04 3.00 0.46 0.24
N -6.55 3.64 1.26 -0.43
H -3.45 1.73 1.75 0.36
H -3.17 0.23 1.11 0.32
H -4.81 0.62 1.50 0.41
H -4.11 0.69 -1.12 0.07
H -3.30 2.08 -0.72 0.14
H -6.24 1.54 -1.00 0.27
H -5.31 2.97 -1.45 0.33
```